The following is a DFT calculation (ωB97M-V/def2-TZVPD) of a molecular structure, C19H25AuBNO2SSi2 in a non-equilibrium geometry.

Structure (XYZ):
```
52
Properties=species:S:1:pos:R:3:forces:R:3
Au -0.043 0.527 0.592 1.4 -0.7 -0.5
C 2.649 -4.874 -3.654 0.0 0.6 0.4
Si 2.737 -3.232 -2.680 0.3 -0.2 -0.1
C 3.139 -1.799 -3.874 -0.1 -0.5 0.5
C 4.050 -3.375 -1.303 -0.4 0.1 -0.5
C 1.026 -2.954 -1.898 0.5 0.3 -0.2
C -0.019 -3.843 -2.075 -0.2 0.0 0.0
C -1.263 -3.621 -1.496 0.0 -0.1 -0.1
C -1.424 -2.480 -0.739 -0.2 -0.2 -0.1
N -0.443 -1.616 -0.554 -0.1 -0.1 0.4
C 0.754 -1.822 -1.106 -0.3 -0.7 -0.2
S 1.929 -0.615 -0.779 0.0 0.9 1.5
H 3.607 -5.082 -4.120 0.2 0.0 -0.1
H 1.907 -4.843 -4.447 -0.1 0.1 -0.1
H 2.413 -5.721 -3.015 0.0 -0.1 0.2
H 4.095 -1.960 -4.365 0.2 -0.1 -0.1
H 3.199 -0.858 -3.336 0.0 0.1 0.1
H 2.384 -1.688 -4.649 -0.2 -0.1 -0.1
H 5.031 -3.581 -1.722 0.2 -0.1 -0.2
H 3.819 -4.169 -0.597 -0.1 -0.1 0.0
H 4.119 -2.447 -0.744 0.0 0.1 0.0
H 0.141 -4.725 -2.677 0.0 -0.1 0.0
H -2.080 -4.309 -1.632 -0.1 -0.1 0.0
H -2.360 -2.229 -0.259 -0.1 -0.1 0.0
C -4.311 3.920 -1.852 0.7 0.3 0.1
Si -2.528 4.449 -1.413 0.1 0.0 0.0
C -2.510 5.706 0.024 0.0 -0.5 -0.6
C -1.546 5.073 -2.926 -0.5 -0.2 0.6
C -1.585 2.964 -0.792 -1.2 1.8 -0.8
C -0.928 2.042 -0.377 0.1 -0.7 1.6
H -4.897 4.753 -2.229 0.0 0.2 -0.1
H -4.825 3.527 -0.979 0.0 -0.1 0.2
H -4.315 3.144 -2.612 0.1 -0.1 -0.1
H -2.992 6.643 -0.239 -0.1 0.1 -0.1
H -1.488 5.929 0.316 0.2 0.0 0.0
H -3.018 5.304 0.895 -0.1 -0.1 0.1
H -1.973 5.969 -3.365 -0.1 0.2 0.0
H -1.505 4.311 -3.698 0.0 -0.2 -0.1
H -0.524 5.299 -2.635 0.1 0.0 0.1
O -0.476 -0.771 3.409 -0.2 -0.5 -1.3
B 0.114 0.235 2.666 -0.2 0.4 -0.2
O 0.631 1.204 3.505 0.4 0.4 -1.1
C 0.361 0.797 4.775 -0.5 -0.9 0.7
C 0.644 1.410 5.978 0.1 0.1 -0.4
C 0.227 0.754 7.127 0.0 0.0 0.1
C -0.444 -0.459 7.069 0.0 0.0 0.2
C -0.734 -1.075 5.862 -0.1 -0.1 -0.5
C -0.321 -0.425 4.717 0.4 0.9 0.8
H 1.160 2.356 6.014 0.1 0.1 0.0
H 0.428 1.200 8.090 0.0 0.0 0.0
H -0.751 -0.933 7.990 0.0 0.0 0.0
H -1.262 -2.014 5.808 0.0 -0.1 0.0
```
Positions in Å, forces in eV/Å.

Output
highest occupied orbital energy (alpha / beta) = -8.1 / -8.1 eV
2S+1 = 1
maximum force = 2.30 eV/Å

The following is a DFT calculation (ωB97M-V/def2-TZVPD) of a single C3H15NSi3 molecule in a non-equilibrium geometry.

Structure (XYZ):
```
22
Properties=species:S:1:pos:R:3:forces:R:3
C 2.556 -1.834 0.192 0.7 -2.2 1.6
C 1.510 -1.061 -0.534 -1.2 -1.3 -2.3
C 0.619 -0.232 0.366 -1.8 -1.2 1.8
N -0.703 0.208 -1.927 -2.8 1.9 1.7
Si -0.586 3.084 0.737 0.8 -0.2 -1.3
Si -2.815 -0.721 0.433 -2.9 1.6 0.3
Si -1.118 0.647 -0.220 4.7 -0.1 -1.6
H 2.113 -2.432 1.006 -0.3 0.0 -0.3
H 3.224 -2.596 -0.290 -0.9 0.9 -0.5
H 3.239 -1.252 0.767 0.6 1.1 0.2
H 1.995 -0.459 -1.298 0.1 0.5 0.0
H 0.901 -1.774 -1.157 0.4 0.3 0.6
H 1.381 0.392 0.807 -0.5 0.8 0.9
H 0.151 -0.942 1.168 1.4 1.0 -0.8
H -1.100 0.809 -2.631 0.5 -0.5 -0.6
H 0.123 -0.312 -2.063 0.7 0.1 -0.7
H 0.790 3.714 1.145 -0.7 -1.4 0.1
H -0.684 4.095 -0.362 -0.8 -0.3 0.0
H -1.493 3.267 1.847 -0.5 0.3 0.4
H -2.909 -0.340 1.853 0.3 -0.7 0.5
H -4.284 -0.142 0.163 1.5 -0.5 -0.3
H -2.912 -2.119 -0.003 0.5 -0.2 0.2
```
Positions in Å, forces in eV/Å.

Output
highest occupied orbital energy = -8.8 eV
2S+1 = 1
energy relative to the best compared isomer or geometry (same formula, charge and spin) = 319.2 kJ/mol
SMILES string = CCC[Si](N)([SiH3])[SiH3]
maximum force = 4.98 eV/Å